(1)
Entry from OMol25: an isolated ion of composition C6H12N2O2PS and charge +1 (ωB97M-V/def2-TZVPD).

E_HOMO ... -13.5505 eV
Charge ... +1
Orbital gap ... 8.81 eV

Atoms and positions in Å:
N -2.4852 -0.0021 2.9317
P -1.5887 -0.8884 2.0432
N -1.2838 -0.1707 0.4394
C -0.9020 1.0573 0.3038
S -0.5813 1.5079 -1.3231
C -0.3227 -0.2613 -1.7016
C 1.0376 -0.8188 -1.2431
C 2.1736 0.1847 -1.0971
O 2.1633 0.6091 0.2770
C 2.1185 1.9402 0.4933
O 1.5358 2.4044 1.4428
C -1.4404 -0.8691 -0.8348
H -3.3575 -0.4706 3.1446
H -2.0195 -2.1707 1.6816
H -0.2733 -1.0120 2.4977
H -0.7825 1.7006 1.1629
H -0.5084 -0.5299 -2.7309
H 0.9545 -1.3290 -0.2922
H 1.3451 -1.5639 -1.9685
H 2.0761 1.0294 -1.7685
H 3.1141 -0.3114 -1.2991
H 2.6462 2.5646 -0.2328
H -1.3269 -1.9415 -0.7610
H -2.4064 -0.6302 -1.2711

Atomic forces in eV per Å
0.3691 -0.6087 -0.2672
-0.5336 0.4504 1.1244
0.0126 -0.4701 0.4182
-0.1549 -0.0555 -0.5372
0.3097 0.3314 0.2537
-0.5781 -0.9670 0.8628
0.3663 0.4463 -0.6560
0.1371 -0.5511 0.2695
-0.2996 0.4341 -0.1237
-0.5564 0.5334 1.1765
0.5395 -0.5529 -0.8086
0.6072 0.1608 -0.9941
-0.3417 0.4075 0.0736
0.2107 -0.0457 -0.3206
0.1529 0.0220 -0.3402
-0.0852 0.3146 0.0627
-0.0971 0.5354 -0.3845
-0.0749 -0.1159 0.2357
-0.0331 -0.1968 -0.1553
0.0131 0.2198 -0.1489
0.2475 -0.0165 0.0384
0.1040 -0.0647 -0.2377
0.0137 -0.2206 0.3098
-0.3288 0.0098 0.1488

=====

(2)
Entry from OMol25: one molecule with the formula C6H12N2O3S (ωB97M-V/def2-TZVPD).

E_HOMO ... -9.4591 eV
Structure (SMILES) ... C[C@H](NC(=O)[C@@H](N)CS)C(=O)O
Orbital gap ... 9.95 eV
Energy above the lowest of the compared OMol25 structures with the same formula, charge and spin ... 5.006 eV

Atoms and positions in Å:
C 1.9509 -0.3799 0.6646
C 0.5946 -0.6002 0.0258
C 2.7097 0.6976 -0.2942
C -1.8212 -0.2903 -0.4456
C -2.8609 0.8626 -0.0970
C -2.5320 -1.5028 -0.2266
H 2.8551 -1.7501 -0.5954
H 2.4356 -2.2553 0.8504
H 2.0812 0.0206 1.5913
H 3.2758 0.1420 -1.1625
H 3.6328 0.9310 0.4478
H 2.9618 3.1985 -0.0994
H -0.6012 1.2099 0.7672
H -1.5478 -0.1630 -1.5731
H -1.7370 -2.3067 -0.2734
H -3.3023 -1.5039 0.8561
H -3.3333 -1.4588 -1.1185
H -2.9375 2.5086 0.7801
N 2.8967 -1.3642 0.4496
N -0.5844 0.1505 0.3276
O 0.3394 -1.3666 -0.8592
O -3.9809 1.0342 -0.4072
O -2.3289 1.7930 0.9270
S 1.8339 2.3935 -0.5354

Atomic forces in eV per Å
0.1693 2.6709 -5.5706
-3.8949 2.3696 0.8543
2.4318 1.2843 2.0581
1.6438 6.6625 -0.9126
2.4744 0.8588 2.2338
-3.6346 -2.8456 1.4175
0.0581 1.5978 2.5088
1.4107 1.2893 -0.0983
-0.7319 0.8958 2.7836
-1.8779 1.4967 1.1091
-2.0437 -0.2260 -1.9381
-1.7890 -1.2935 -0.6996
0.1195 -3.9210 -1.4272
-0.5782 -0.2983 1.8371
-1.7067 0.2451 0.0574
2.8028 -0.1701 -3.1886
1.7886 -0.9265 2.0294
-0.5567 0.8638 0.4231
-0.4270 -7.0918 -1.3663
1.0675 1.7222 1.8293
2.0473 -2.7131 -1.3874
-0.8575 -0.3940 -1.0935
-0.4191 -1.6394 -1.9920
2.5033 -0.4375 0.5327

=====

(3)
Entry from OMol25: one molecule with the formula C6H12N2O4 (ωB97M-V/def2-TZVPD).

E_HOMO ... -9.9381 eV
Structure (SMILES) ... C[C@@H](O)[C@H](N)C(=O)NCC(=O)O
Orbital gap ... 10.32 eV
Energy above the lowest of the compared OMol25 structures with the same formula, charge and spin ... 1.699 eV

Atoms and positions in Å:
C 0.4071 -0.4273 -0.1765
C -0.7175 -0.3727 -1.1779
C 0.5827 -1.8409 0.3017
C 1.8112 -1.8389 1.2131
C -1.5296 1.9688 -0.5739
C -0.5534 3.0579 -0.9189
H -0.3858 -0.0973 1.4888
H 1.2820 0.3673 1.4647
H 1.3748 -0.1182 -0.6125
H 0.6627 -2.6102 -0.5484
H -1.1354 -2.7117 0.4714
H 2.1312 -2.8681 1.5022
H 1.4158 -1.5638 2.1983
H 2.7494 -1.3251 1.0452
H -2.0104 0.6088 -2.0961
H -2.6317 2.1806 -0.5804
H -1.3566 1.4612 0.3663
H 0.6634 1.8493 -0.1203
N 0.3338 0.4394 0.9925
N -1.3284 0.7895 -1.4483
O -1.0863 -1.4613 -1.7538
O -0.5506 -2.2479 1.0654
O -0.7729 4.0976 -1.4426
O 0.6445 2.6629 -0.6599

Atomic forces in eV per Å
1.7355 -0.1366 -0.6549
-1.1177 -2.8529 -1.0039
1.1959 -2.0347 -1.3665
-0.4265 -2.5244 2.1970
-2.0986 -1.9189 0.1303
-1.2516 -0.5230 0.0151
0.4027 0.7977 1.1424
-1.9979 0.0204 -0.3916
-0.5313 -0.3767 -0.8377
0.2540 1.5246 1.0031
-0.3495 -0.0887 -0.3561
-0.2661 0.3513 -0.7835
0.2568 0.4930 -0.0269
-0.2487 0.5457 -0.7695
-2.0427 -0.0868 -2.0589
1.2181 0.4261 -0.3576
0.1419 1.3408 0.6469
-0.3046 0.1493 0.3610
0.4382 -0.2404 0.4069
1.1465 0.3808 0.7362
1.2018 3.3840 1.4485
0.4858 0.4551 0.6426
-0.7775 1.1449 -0.4696
2.9355 -0.2307 0.3466

=====

(4)
Entry from OMol25: one molecule with the formula C6H12N2O4S (ωB97M-V/def2-TZVPD).

E_HOMO ... -9.1322 eV
Structure (SMILES) ... O=COCCN=[S@@](=O)(O)NC1CC1
Orbital gap ... 9.89 eV
Energy above the lowest of the compared OMol25 structures with the same formula, charge and spin ... 5.329 eV

Atoms and positions in Å:
C -3.1976 0.5011 -1.0427
C -2.7395 -0.5005 -0.0506
C 1.1151 -1.6207 0.5712
C 2.7504 -1.3708 0.6414
C -2.4546 0.9755 0.1599
C 2.6886 0.1821 -1.1821
N 0.4189 -0.4560 0.0369
N -1.1596 1.6744 0.1448
O 1.2257 1.9165 0.7428
O -0.1671 0.6335 2.3014
O 3.1562 -0.1297 0.0883
O 2.5078 1.2906 -1.5529
S 0.1212 0.8175 0.9334
H -2.6757 0.5366 -1.9422
H -4.1411 1.0096 -1.2939
H -3.5016 -1.1570 0.5245
H -1.9839 -1.0219 -0.5387
H 0.9675 -2.3294 -0.2621
H 0.7991 -1.6820 1.5834
H 2.9923 -1.4340 1.6908
H 3.1669 -2.3208 0.1338
H -3.1624 1.4940 0.8899
H 2.5100 -0.7607 -1.7125
H -0.7826 1.7460 -0.7690
H 1.5460 2.0062 -0.0958

Atomic forces in eV per Å
-0.9645 2.0857 -0.3464
-2.5816 -0.4876 0.8992
2.0214 2.5690 -1.5973
-1.8156 -2.3792 -1.1482
-1.3648 0.8234 1.7730
0.0514 -2.2577 2.1155
-0.5402 2.7166 0.6401
0.6350 -1.9655 1.5500
-1.8735 -0.0029 5.0976
0.1084 0.3592 1.1921
-0.1874 0.5577 -0.6544
0.2730 0.9105 -0.4599
-0.7059 -1.9314 -3.4997
1.3149 -0.3307 -1.4196
-0.1383 -0.8792 0.9745
1.5708 1.5677 -0.6263
1.3849 -1.1336 -0.0743
-0.3399 -0.5676 1.4044
-0.4736 -1.6151 0.7383
0.5905 0.5317 0.0977
-0.0071 1.7293 0.4891
1.2091 -0.9164 -0.9002
-0.0252 0.2370 -0.6140
0.0489 0.3154 -1.3802
1.8093 0.0638 -4.2510

=====

(5)
Entry from OMol25: one molecule with the formula C6H12N2S (ωB97M-V/def2-TZVPD).

E_HOMO ... -9.5856 eV
Structure (SMILES) ... CC[C@@](S)(C#N)[C@@H](C)N
Orbital gap ... 9.75 eV
Energy above the lowest of the compared OMol25 structures with the same formula, charge and spin ... 2.021 eV

Atoms and positions in Å:
C -1.1114 0.9384 0.4686
C 0.7099 -0.6043 2.5391
C -0.9670 0.1434 -2.2662
C 1.0226 -0.1304 1.0707
C 0.2252 -0.0760 -1.3326
C -0.2331 -0.1010 0.1441
N -1.7688 1.8385 0.7806
N 1.1955 1.0027 -1.4140
S -1.3695 -1.8535 0.3572
H 0.8772 -1.6420 2.8056
H -0.2252 -0.2335 2.7627
H 1.4530 -0.3016 3.2729
H -1.4504 1.1949 -2.1530
H -0.7731 0.1551 -3.3512
H -1.6631 -0.5920 -1.8235
H 1.6949 -0.7218 0.4785
H 1.2921 0.8962 1.2752
H 0.7005 -1.0229 -1.5622
H 1.4153 0.9952 -2.4956
H 0.7786 1.8609 -1.1597
H -1.8030 -1.7463 1.6030

Atomic forces in eV per Å
-1.7007 2.1960 0.8238
2.8141 -1.0816 -1.0328
-1.1888 1.3633 0.8604
-1.7754 -0.6200 1.4402
-0.9688 1.3450 0.0401
0.4194 -3.4784 0.4521
0.4811 -0.7100 -0.2824
1.8876 -1.7450 -3.5588
1.4557 1.4811 -1.0111
-1.0425 -0.7891 -0.9688
-2.0327 0.5353 1.0384
0.0894 1.4062 -0.1879
0.8694 -1.6489 0.4138
0.1234 -0.9381 0.4922
-0.4681 0.2424 -1.4606
0.9737 0.0077 0.3941
0.6611 0.2680 -0.8664
0.2079 -0.2031 0.0760
-0.2607 0.7639 2.9077
-0.6060 1.2041 -0.0319
0.0610 0.4012 0.4617

=====

(6)
Entry from OMol25: an isolated ion of composition C6H12N3 and charge +1 (ωB97M-V/def2-TZVPD).

E_HOMO ... -12.2090 eV
Structure (SMILES) ... C[N@@H+]1C(N)=CC=C[C@H]1N
Charge ... +1
Orbital gap ... 8.97 eV
Energy above the lowest of the compared OMol25 structures with the same formula, charge and spin ... 2.350 eV

Atoms and positions in Å:
C 0.9128 1.9266 -0.4219
C -0.4312 1.7995 0.0734
C 1.7575 0.8950 -0.4286
C -1.0049 0.6278 0.3751
C 1.2988 -0.4188 0.1516
C -0.6177 -1.2634 -1.1760
N -2.2581 0.3858 0.8184
N 1.7078 -0.6409 1.4834
N -0.2697 -0.5671 0.1245
H 1.2861 2.8693 -0.7207
H -0.9463 2.7017 -0.0179
H 2.7076 0.9385 -0.9290
H 1.6706 -1.2125 -0.5003
H -0.6002 -0.4259 -1.9586
H -0.0085 -2.1484 -1.3535
H -1.6278 -1.6624 -1.1094
H -2.9783 1.0868 0.9055
H -2.8002 -0.4090 0.3603
H 2.1659 -0.0883 2.1359
H 2.1077 -1.5404 1.6737
H -0.4621 -1.3114 0.8499

Atomic forces in eV per Å
0.9948 -1.3566 0.5418
0.4537 -0.7537 -0.3069
-1.1484 -0.1434 -0.1267
-0.1449 1.7198 -0.8486
1.1266 0.7210 0.6173
-1.1875 1.8075 -1.0131
-2.8803 -2.4005 -0.3479
-0.5403 -2.4455 -0.3856
1.4061 -3.0956 -0.2041
-0.0408 0.8985 -0.5228
-1.3950 1.0265 0.5378
0.3749 -0.0943 0.2941
-0.3616 -0.1399 0.2365
0.2527 -1.6501 0.7915
0.4698 0.5162 -0.0019
-0.1871 0.3014 0.0242
0.7361 0.8201 0.1638
1.4436 1.0604 0.8169
0.5184 2.5411 0.4350
-0.2131 -0.6741 -0.4055
0.3223 1.3412 -0.2958

=====

| no. | F_max (eV/A) | E_tot (a.u.) |
| --- | --- | --- |
| 1 | 1.42 | -1235.06164 |
| 2 | 7.23 | -969.11013 |
| 3 | 3.87 | -646.27400 |
| 4 | 5.43 | -1044.32485 |
| 5 | 4.39 | -743.44410 |
| 6 | 3.77 | -399.79466 |